1.
ORCA calculation (ωB97M-V/def2-TZVPD) on the ion C23H33N4O4 with charge +1 at a distorted geometry.

Computed properties:
highest occupied orbital energy	-0.365	Ha
orbital gap	6.124	eV
SMILES	CCC[NH+](CCC)CCCNc1ccc(C(=O)Nc2cccc(OC)c2)cc1[N+](=O)[O-]
M	429.541	g mol⁻¹
2S+1	1
total charge	+1

Structure (XYZ):
```
64
C23H33N4O4 (ωB97M-V/def2-TZVPD)
O 2.526 1.440 0.333
O -7.604 2.179 0.319
O 0.586 2.301 0.012
O -3.063 -2.564 -0.516
N 1.283 1.353 0.293
N -3.558 -0.426 0.138
N 2.758 -0.888 1.301
N 4.883 0.250 -0.522
C 0.773 -2.255 1.041
C -7.014 -1.134 -0.975
C 5.327 -1.115 -0.135
C -7.637 0.040 -0.614
C 7.726 2.639 0.499
C 7.128 1.344 -0.041
C -5.551 0.876 0.241
C -1.307 -1.242 0.323
C -6.938 3.250 0.942
C -4.933 -0.318 -0.131
C -2.739 -1.485 -0.067
C 5.617 1.345 0.172
C -0.553 -2.362 0.707
C -5.661 -1.328 -0.741
C 2.813 -0.974 -2.497
C 5.099 -1.501 1.328
C 4.906 0.419 -2.008
C 0.692 0.098 0.533
C -6.906 1.062 0.001
C -0.673 -0.024 0.232
C 3.667 -1.961 1.617
C 3.508 0.377 -2.619
C 1.440 -1.020 0.985
H -7.585 -1.917 -1.449
H -4.962 1.648 0.714
H 3.417 -1.760 -2.946
H 5.367 -0.684 1.997
H -3.161 0.391 0.582
H -6.141 3.652 0.308
H 3.027 0.019 1.662
H 7.325 3.501 -0.028
H 2.600 -1.236 -1.464
H -1.178 0.863 -0.122
H 7.509 2.753 1.558
H 3.609 0.625 -3.676
H -5.181 -2.248 -1.025
H -8.688 0.200 -0.791
H 2.897 1.158 -2.164
H 5.768 -2.332 1.558
H 5.190 2.285 -0.184
H -7.694 4.017 1.096
H 3.890 0.390 -0.229
H 3.428 -2.822 0.990
H 1.865 -0.945 -3.027
H 5.401 1.287 1.240
H 8.804 2.634 0.372
H 7.365 1.258 -1.102
H 3.591 -2.270 2.667
H 4.793 -1.826 -0.768
H -1.052 -3.318 0.739
H 6.391 -1.186 -0.369
H 5.353 1.386 -2.240
H -6.522 2.956 1.912
H 5.535 -0.358 -2.447
H 1.307 -3.130 1.373
H 7.587 0.504 0.482
```

---

2.
ORCA calculation (ωB97M-V/def2-TZVPD) on a structure of composition C21H24F3MnN3O4S2Si.

Computed properties:
highest occupied orbital energy (alpha / beta)	-0.076 / -0.047	Ha
orbital gap (alpha / beta)	5.831 / 5.036	eV
M	586.592	g mol⁻¹
2S+1	2
total charge	-2

Structure (XYZ):
```
59
C21H24F3MnN3O4S2Si (ωB97M-V/def2-TZVPD)
Mn 2.118 -0.223 -0.246
S -4.344 -2.766 2.161
S 2.325 -1.075 3.039
Si 0.750 1.230 -4.869
F 4.431 -1.681 -1.019
F 2.960 -3.060 -0.191
F 2.773 -2.392 -2.227
O 2.045 1.749 0.276
O 2.049 -2.464 2.720
O 3.066 3.284 1.559
O 3.113 -0.831 4.237
N -4.756 -1.144 0.162
N 0.220 -0.892 0.014
N 2.832 -0.305 1.789
C -0.110 -1.978 0.716
C 0.687 -0.450 3.460
C -3.373 0.763 4.243
C 3.051 -1.911 -0.962
C 1.289 0.672 -3.267
C -3.861 -1.759 0.950
C -2.088 -0.315 -0.103
C -1.376 -0.728 4.668
C 1.623 0.290 -2.143
C -2.439 -1.445 0.630
C -1.419 -2.284 1.050
C -0.759 -0.077 -0.391
C 3.501 0.983 2.010
C -1.155 1.046 3.085
C 0.146 0.646 2.806
C -1.942 0.359 4.003
C 1.308 0.092 -6.267
C 1.390 2.957 -5.280
C 2.825 2.119 1.233
C -0.074 -1.127 4.406
C -1.138 1.313 -4.976
H -2.803 0.432 -0.423
H 3.561 1.260 3.060
H -1.570 0.334 -4.748
H 0.720 -2.591 1.045
H 0.952 0.445 -7.241
H 1.026 3.680 -4.545
H -0.443 0.788 -0.960
H 1.073 3.280 -6.277
H -1.571 1.899 2.553
H 4.535 0.925 1.649
H 0.933 -0.922 -6.101
H -3.968 0.649 3.332
H -1.636 -3.167 1.634
H -1.478 1.621 -5.972
H -3.451 1.807 4.558
H 2.400 0.034 -6.293
H -3.835 0.140 5.010
H -5.722 -1.402 0.264
H 0.732 1.166 2.056
H -4.460 -0.708 -0.695
H -1.973 -1.280 5.389
H 0.351 -1.986 4.912
H -1.526 2.028 -4.244
H 2.483 2.972 -5.238
```

---

3.
ORCA calculation (ωB97M-V/def2-TZVPD) on a cluster of 3 separate species, C4H15NO2 in total at a distorted geometry.

Computed properties:
highest occupied orbital energy	-0.326	Ha
orbital gap	9.615	eV
SMILES	CCNCC.O.O
M	109.169	g mol⁻¹
2S+1	1

Structure (XYZ):
```
22
C4H15NO2 (ωB97M-V/def2-TZVPD)
O 0.729 1.497 -1.037
O 3.178 1.551 0.448
N -0.984 -0.592 0.125
C -0.830 0.329 1.359
C 0.017 -1.672 -0.188
C -0.129 -2.268 -1.626
C -1.600 1.584 1.412
H 0.873 -2.373 -2.057
H -1.828 -1.103 0.093
H -2.619 1.393 0.963
H -0.233 -2.472 0.614
H 0.269 0.612 1.292
H 0.430 0.655 -0.618
H -0.740 -3.268 -1.519
H 1.060 -1.476 -0.008
H 0.777 1.248 -1.947
H -1.123 2.197 0.648
H 2.249 1.631 -0.018
H -1.648 2.165 2.352
H -0.437 -1.398 -2.308
H -1.059 -0.394 2.193
H 3.650 2.154 -0.174
```

---

4.
ORCA calculation (ωB97M-V/def2-TZVPD) on an isolated molecule of C4H6N2 at a distorted geometry.

Computed properties:
highest occupied orbital energy	-0.345	Ha
orbital gap	9.836	eV
SMILES	C1=NN=CCC1
M	82.106	g mol⁻¹
2S+1	1

Structure (XYZ):
```
12
C4H6N2 (ωB97M-V/def2-TZVPD)
N 0.259 1.029 1.108
N 0.038 1.398 -0.267
C -0.243 0.525 -1.230
C -0.649 -0.858 -0.955
C 0.413 -0.262 1.255
C 0.283 -1.300 0.237
H 0.037 -2.125 0.845
H 1.189 -1.558 -0.262
H -0.736 -1.558 -1.812
H -0.411 0.894 -2.199
H -1.710 -0.799 -0.606
H 0.729 -0.478 2.302
```

---

5.
ORCA calculation (ωB97M-V/def2-TZVPD) on a cluster of 2 separate species, C4H10NO2S in total at a distorted geometry.

Computed properties:
highest occupied orbital energy	-0.092	Ha
orbital gap	6.059	eV
M	136.196	g mol⁻¹
2S+1	1
total charge	-1

Structure (XYZ):
```
18
C4H10NO2S (ωB97M-V/def2-TZVPD)
S 2.051 -0.409 -1.095
O 1.106 -3.094 0.678
O -0.861 -0.421 3.002
N -0.815 -0.487 0.680
C -0.270 1.325 -1.119
C 1.208 1.232 -0.877
C -0.861 0.121 1.918
C -1.207 0.210 -0.551
H -2.273 0.445 -0.473
H -0.560 1.172 1.818
H 1.673 1.655 0.028
H 2.008 -2.789 0.743
H 1.768 1.714 -1.687
H -0.317 1.420 -2.212
H 0.510 -2.451 0.294
H -1.377 -1.330 0.832
H -0.663 2.235 -0.611
H -1.121 -0.549 -1.369
```

---

6.
ORCA calculation (ωB97M-V/def2-TZVPD) on a cluster of 10 separate species, C12H44O10 in total.

Computed properties:
highest occupied orbital energy	-0.356	Ha
orbital gap	9.802	eV
SMILES	CC(C)O.CO.CO.CO.CO.CO.CO.CO.CO.CO
M	348.474	g mol⁻¹
2S+1	1

Structure (XYZ):
```
66
C12H44O10 (ωB97M-V/def2-TZVPD)
O 2.784 -1.127 -1.535
O -1.042 1.783 0.235
O 2.415 -1.485 1.211
O -1.682 -0.001 2.574
O 1.454 0.012 -3.747
O -3.082 1.848 -3.762
O -4.070 0.579 1.331
O -0.473 3.984 1.917
O 2.960 3.357 0.467
O -0.038 -4.292 1.251
C 0.238 1.189 0.156
C -0.467 -5.603 -0.758
C -1.525 3.971 2.861
C -3.415 2.498 -2.543
C -4.822 1.719 1.690
C 0.277 -4.441 -0.155
C -1.321 -1.213 1.943
C 0.055 -0.193 -3.651
C -0.029 -3.147 -0.876
C 4.204 2.831 0.025
C 4.138 -0.783 -1.780
C 3.143 -0.706 2.169
H -3.307 3.569 -2.688
H -1.109 -2.966 -0.842
H 4.753 -1.685 -1.790
H -1.361 0.062 3.477
H -4.442 2.269 -2.239
H 1.355 -4.603 -0.166
H 0.276 -3.185 -1.924
H 0.655 0.941 1.138
H 4.177 -0.278 -2.744
H -4.592 2.066 2.701
H 0.904 1.913 -0.304
H 2.620 -1.265 -0.589
H -4.649 2.539 0.985
H -2.745 2.207 -1.726
H -1.907 -1.288 1.027
H -0.411 0.308 -4.496
H 1.863 -0.400 -2.971
H -1.660 1.220 0.714
H -5.892 1.485 1.662
H 0.488 -2.305 -0.416
H -2.004 4.952 2.902
H 4.153 2.490 -1.012
H 2.073 -2.287 1.621
H -0.271 -1.231 1.638
H 4.995 3.578 0.123
H -1.521 -2.087 2.567
H -1.511 -5.337 -0.933
H -0.193 -1.262 -3.712
H 3.778 -1.330 2.799
H -1.142 3.722 3.856
H -0.415 -6.475 -0.107
H -0.029 -5.874 -1.722
H -3.388 0.421 1.993
H -2.293 3.233 2.601
H 2.474 -0.111 2.793
H -0.652 3.278 1.282
H -2.987 0.910 -3.578
H -0.353 0.215 -2.720
H 3.783 -0.025 1.613
H 4.445 1.972 0.649
H 2.504 3.753 -0.281
H 4.550 -0.081 -1.047
H 0.261 0.278 -0.453
H -0.978 -4.085 1.298
```

---

7.
ORCA calculation (ωB97M-V/def2-TZVPD) on a structure of composition C31H28BrN5O2V.

Computed properties:
highest occupied orbital energy (alpha / beta)	-0.415 / -0.417	Ha
orbital gap (alpha / beta)	8.334 / 8.562	eV
M	633.446	g mol⁻¹
2S+1	3
total charge	+1

Structure (XYZ):
```
68
C31H28BrN5O2V (ωB97M-V/def2-TZVPD)
Br -0.992 -6.856 3.356
V -0.115 -0.130 -0.013
O -0.570 -1.974 -0.874
O -0.275 -1.822 1.273
N -0.998 3.169 -0.952
N -2.198 0.146 0.378
N -0.158 1.352 1.627
N 1.987 -0.614 0.246
N -1.330 -6.063 -0.659
C 1.148 1.433 2.327
C -4.536 -0.048 0.000
C 1.525 1.360 -2.112
C 4.583 -1.532 0.569
C -1.299 -6.642 0.536
C 3.914 -0.914 1.610
C -1.020 -5.946 1.707
C 0.979 1.538 -4.446
C 0.353 4.632 -2.270
C -0.541 -2.539 0.258
C 2.635 -1.228 -0.757
C -2.431 0.469 1.659
C -0.385 0.214 -2.975
C 1.844 0.101 2.585
C 1.193 4.860 -1.197
C 1.805 1.858 -3.376
C -1.083 -4.759 -0.725
C 0.922 4.225 0.007
C 2.608 -0.481 1.428
C -1.199 0.733 2.490
C -0.121 0.716 -4.244
C -0.767 -4.592 1.645
C 3.924 -1.706 -0.636
C 0.419 0.535 -1.879
C -0.185 3.394 0.083
C -3.226 -0.108 -0.435
C -3.714 0.549 2.167
C -4.781 0.281 1.323
C -0.632 2.755 1.366
C -0.723 3.771 -2.102
C -0.802 -3.986 0.395
H 0.989 1.944 3.285
H 2.040 5.527 -1.288
H -1.500 -7.706 0.570
H -2.976 -0.366 -1.454
H 2.192 1.623 -1.296
H -0.547 -4.014 2.532
H 2.669 2.494 -3.531
H -1.395 3.559 -2.926
H 5.600 -1.878 0.699
H -3.872 0.820 3.201
H 1.789 2.074 1.719
H 0.521 5.109 -3.226
H -0.834 -0.214 2.885
H 1.538 4.403 0.880
H 1.200 1.917 -5.436
H 4.393 -2.196 -1.476
H -1.432 1.393 3.332
H 2.543 0.256 3.406
H 1.132 -0.651 2.932
H -1.219 -0.469 -2.854
H -1.719 2.730 1.322
H -0.758 0.450 -5.078
H -5.796 0.338 1.694
H -5.342 -0.254 -0.689
H -0.344 3.359 2.232
H -1.112 -4.299 -1.705
H 4.391 -0.774 2.570
H 2.086 -1.327 -1.682
```

---

8.
ORCA calculation (ωB97M-V/def2-TZVPD) on a structure of composition C32H50ClO29 at a distorted geometry.

Computed properties:
highest occupied orbital energy	-0.248	Ha
orbital gap	8.369	eV
M	934.176	g mol⁻¹
2S+1	1
total charge	-1

Structure (XYZ):
```
112
C32H50ClO29 (ωB97M-V/def2-TZVPD)
Cl 0.741 -0.043 0.221
O 2.098 1.635 2.226
O 0.602 0.760 4.930
O -3.652 -2.364 0.202
O -0.724 -0.368 -3.483
O 1.125 -1.333 5.563
O 0.126 -3.035 -3.797
O -1.309 1.939 -1.102
O 5.222 -0.770 -1.461
O 2.141 -3.268 -4.787
O 1.849 -0.214 -0.692
O 1.090 -0.321 1.587
O -4.940 -3.045 1.936
O -3.037 0.888 2.095
O 1.041 4.618 -0.874
O 1.255 4.478 -3.085
O -0.532 0.218 -5.547
O -4.322 2.695 2.652
O -1.394 -1.784 -5.062
O -0.351 -0.890 -0.150
O 0.670 0.257 7.123
O 2.391 3.149 -1.703
O 0.236 1.303 0.367
O 6.384 -2.780 -1.834
O 1.916 -2.438 -2.642
O -5.913 -2.646 -0.075
O 4.118 -2.537 -2.296
O -2.945 1.346 0.217
O -2.133 3.445 0.427
O -2.093 2.796 2.551
C -0.325 -2.527 -2.580
C -2.564 0.133 -0.412
C -1.638 -1.598 1.422
C 0.742 1.127 -2.362
C 0.807 -0.103 5.962
C 0.478 -2.546 3.501
C -0.056 2.082 3.484
C -0.863 -0.731 -4.705
C -2.722 -2.639 1.300
C -1.003 1.963 2.250
C -1.575 0.623 -1.448
C -4.935 -2.655 0.639
C 1.528 4.090 -1.956
C 0.588 3.627 1.250
C -3.823 -0.447 -0.996
C 0.720 0.089 3.701
C 3.141 -1.548 -2.019
C -3.243 2.176 2.440
C 1.652 4.033 0.272
C -2.090 2.337 -0.102
C 5.367 -2.081 -1.877
C -3.675 -2.771 2.499
C 2.497 2.845 -0.294
C 1.209 -1.325 4.111
C 0.883 -1.906 -1.849
C -0.325 0.955 -3.418
C 0.130 1.286 -4.813
C 3.686 0.996 -2.177
C -1.681 0.604 2.091
C -1.117 -3.607 -1.835
C 3.886 -0.345 -1.468
C 1.426 -2.971 -3.832
H -0.954 -1.778 2.251
H 0.971 2.191 -2.304
H -0.688 -0.008 -1.495
H 2.654 1.348 -2.164
H 1.217 1.288 -4.896
H -3.758 -1.915 3.169
H 0.001 4.479 1.593
H 2.093 1.846 -0.127
H 1.657 0.545 -2.475
H -0.462 2.123 1.318
H 0.866 -3.485 3.896
H -1.954 0.651 -2.469
H -0.576 -2.495 3.773
H -1.160 1.618 -3.193
H -2.231 -3.577 1.043
H 0.533 -2.718 2.426
H -2.084 -0.605 1.483
H -3.613 -1.299 -1.642
H -1.532 -3.177 -0.924
H -0.220 2.291 -5.050
H -1.968 -4.053 -2.349
H 4.347 1.678 -1.642
H -3.314 -3.626 3.071
H 2.816 1.013 2.107
H -0.235 0.130 3.176
H 1.477 0.634 3.137
H -1.476 0.019 2.988
H 3.574 -0.247 -0.428
H -0.056 2.831 0.877
H 2.318 -1.803 -1.351
H -0.962 -1.665 0.570
H 1.084 3.102 2.066
H 2.537 -1.332 -2.900
H -1.080 -1.789 -2.851
H 2.281 4.824 0.680
H -4.468 0.306 -1.449
H -4.378 -0.770 -0.116
H 3.510 2.893 0.105
H 0.858 1.629 3.100
H -2.028 -0.533 0.264
H 2.290 -1.368 3.972
H 0.937 -2.205 -0.802
H -0.483 -4.426 -1.496
H 0.377 0.824 -1.381
H 1.316 1.154 1.957
H 0.886 -0.818 -1.920
H 0.096 3.083 3.886
H -0.312 1.387 4.284
H -1.424 0.067 1.177
H 3.955 0.881 -3.227
```

---

Q: What is the formula in the second record?
A: C21H24F3MnN3O4S2Si

---

Repeat the seventh record exactly.
ORCA calculation (ωB97M-V/def2-TZVPD) on a structure of composition C31H28BrN5O2V.

Computed properties:
highest occupied orbital energy (alpha / beta)	-0.415 / -0.417	Ha
orbital gap (alpha / beta)	8.334 / 8.562	eV
M	633.446	g mol⁻¹
2S+1	3
total charge	+1

Structure (XYZ):
```
68
C31H28BrN5O2V (ωB97M-V/def2-TZVPD)
Br -0.992 -6.856 3.356
V -0.115 -0.130 -0.013
O -0.570 -1.974 -0.874
O -0.275 -1.822 1.273
N -0.998 3.169 -0.952
N -2.198 0.146 0.378
N -0.158 1.352 1.627
N 1.987 -0.614 0.246
N -1.330 -6.063 -0.659
C 1.148 1.433 2.327
C -4.536 -0.048 0.000
C 1.525 1.360 -2.112
C 4.583 -1.532 0.569
C -1.299 -6.642 0.536
C 3.914 -0.914 1.610
C -1.020 -5.946 1.707
C 0.979 1.538 -4.446
C 0.353 4.632 -2.270
C -0.541 -2.539 0.258
C 2.635 -1.228 -0.757
C -2.431 0.469 1.659
C -0.385 0.214 -2.975
C 1.844 0.101 2.585
C 1.193 4.860 -1.197
C 1.805 1.858 -3.376
C -1.083 -4.759 -0.725
C 0.922 4.225 0.007
C 2.608 -0.481 1.428
C -1.199 0.733 2.490
C -0.121 0.716 -4.244
C -0.767 -4.592 1.645
C 3.924 -1.706 -0.636
C 0.419 0.535 -1.879
C -0.185 3.394 0.083
C -3.226 -0.108 -0.435
C -3.714 0.549 2.167
C -4.781 0.281 1.323
C -0.632 2.755 1.366
C -0.723 3.771 -2.102
C -0.802 -3.986 0.395
H 0.989 1.944 3.285
H 2.040 5.527 -1.288
H -1.500 -7.706 0.570
H -2.976 -0.366 -1.454
H 2.192 1.623 -1.296
H -0.547 -4.014 2.532
H 2.669 2.494 -3.531
H -1.395 3.559 -2.926
H 5.600 -1.878 0.699
H -3.872 0.820 3.201
H 1.789 2.074 1.719
H 0.521 5.109 -3.226
H -0.834 -0.214 2.885
H 1.538 4.403 0.880
H 1.200 1.917 -5.436
H 4.393 -2.196 -1.476
H -1.432 1.393 3.332
H 2.543 0.256 3.406
H 1.132 -0.651 2.932
H -1.219 -0.469 -2.854
H -1.719 2.730 1.322
H -0.758 0.450 -5.078
H -5.796 0.338 1.694
H -5.342 -0.254 -0.689
H -0.344 3.359 2.232
H -1.112 -4.299 -1.705
H 4.391 -0.774 2.570
H 2.086 -1.327 -1.682
```